(1)
Here is a molecular structure, C42H36GeKN11O3S2 at a distorted geometry from OMol25. Energies are from the ωB97M-V functional and the def2-TZVPD basis.

HOMO-LUMO gap (spin up / spin down) = 3.30 / 6.75 eV
Largest force on an atom = 1.09 eV Å⁻¹
HOMO energy (spin up / spin down) = -1.192 / -4.645 eV
Charge = -1
Spin multiplicity = 2

The geometry in XYZ format:
```
96
Properties=species:S:1:pos:R:3:lowdin_charge:R:1
K -0.17 -0.78 -0.10 0.635
N -0.52 -5.42 -0.35 -0.009
C -0.96 -4.20 -0.69 -0.182
N -0.11 -3.29 -0.27 0.025
C 0.89 -4.02 0.35 -0.339
N 0.66 -5.34 0.32 0.075
C 2.01 -3.43 1.02 -0.277
C 2.96 -4.23 1.67 -0.153
N 3.94 -3.75 2.41 0.003
C 3.96 -2.38 2.53 -0.186
C 3.04 -1.58 1.88 -0.213
N 2.08 -2.05 1.09 0.008
H -0.94 -6.31 -0.54 0.135
H -1.88 -4.03 -1.21 0.087
H 2.89 -5.31 1.59 0.090
H 4.74 -1.96 3.15 0.068
H 3.06 -0.50 2.02 0.083
O 0.85 1.54 1.15 -0.226
C -0.08 2.24 1.84 -0.302
C -0.56 3.45 1.35 -0.048
C -1.42 4.25 2.09 -0.078
C -1.81 3.84 3.35 -0.100
C -1.41 2.60 3.81 -0.046
C -0.59 1.75 3.07 -0.082
C -0.38 0.37 3.47 -0.308
N 0.22 -0.56 2.77 0.103
C 0.05 -1.74 3.43 -0.108
C -0.66 -1.53 4.57 -0.083
N -0.93 -0.19 4.60 0.093
H -0.25 3.75 0.36 0.097
H -1.77 5.19 1.68 0.102
H -2.43 4.47 3.97 0.096
H -1.77 2.26 4.78 0.100
H 0.47 -2.66 3.05 0.102
H -1.00 -2.21 5.34 0.102
H -1.46 0.28 5.31 0.133
N -0.31 -1.12 -3.36 0.105
C 0.73 -0.70 -3.04 -0.032
H -1.25 -1.48 -3.57 0.010
C 2.44 4.16 1.28 -0.171
Ge 2.29 2.40 0.38 1.005
C 1.81 2.62 -1.51 -0.260
C 0.51 2.46 -1.97 -0.122
C 0.20 2.64 -3.31 -0.094
C 1.20 2.96 -4.21 -0.092
C 2.51 3.12 -3.77 -0.085
C 2.81 2.95 -2.43 -0.101
C 4.01 1.47 0.57 -0.211
C 4.93 2.04 1.43 -0.113
C 6.25 1.56 1.48 -0.085
C 6.65 0.52 0.69 -0.030
C 5.72 -0.13 -0.16 -0.168
C 6.08 -1.26 -0.92 -0.040
C 5.15 -1.90 -1.70 -0.067
C 3.83 -1.44 -1.76 -0.062
C 3.46 -0.34 -1.03 -0.066
C 4.38 0.35 -0.22 -0.190
H 3.45 4.54 1.18 0.017
H 2.21 4.05 2.34 0.036
H 1.75 4.88 0.85 0.019
H -0.28 2.20 -1.27 0.097
H -0.82 2.51 -3.65 0.105
H 0.97 3.09 -5.26 0.099
H 3.30 3.37 -4.47 0.099
H 3.83 3.06 -2.08 0.104
H 4.64 2.86 2.07 0.084
H 6.96 2.04 2.15 0.097
H 7.67 0.17 0.71 0.109
H 7.09 -1.64 -0.86 0.106
H 5.43 -2.79 -2.25 0.101
H 3.08 -1.95 -2.35 0.087
H 2.43 0.00 -1.03 0.049
N -8.66 1.00 -2.90 0.086
C -7.46 0.30 -2.79 -0.328
C -6.29 0.80 -3.37 -0.033
C -5.11 0.08 -3.29 -0.056
C -5.09 -1.15 -2.65 -0.284
C -6.24 -1.66 -2.08 -0.066
C -7.42 -0.94 -2.15 -0.034
S -3.53 -1.98 -2.46 0.564
O -3.82 -3.32 -2.02 -0.372
O -2.85 -1.88 -3.74 -0.347
N -2.71 -1.07 -1.44 -0.164
C -3.02 -1.09 -0.12 -0.747
S -3.97 -2.37 0.68 1.016
C -3.83 -1.50 2.17 -0.412
C -3.09 -0.39 1.99 -0.271
N -2.63 -0.16 0.71 -0.024
H -8.57 1.98 -3.09 0.082
H -9.36 0.78 -2.21 0.082
H -6.31 1.76 -3.87 0.107
H -4.20 0.46 -3.73 0.116
H -6.21 -2.62 -1.59 0.101
H -8.32 -1.33 -1.69 0.107
H -4.29 -1.87 3.07 0.052
H -2.86 0.34 2.75 0.089
```


(2)
Here is a molecular structure, C42H36GeN2O2PtSTe at a distorted geometry from OMol25. Energies are from the ωB97M-V functional and the def2-TZVPD basis.

HOMO-LUMO gap (spin up / spin down) = 7.21 / 6.90 eV
Largest force on an atom = 1.20 eV Å⁻¹
HOMO energy (spin up / spin down) = -10.944 / -11.358 eV
Charge = +1
Spin multiplicity = 2

The geometry in XYZ format:
```
86
Properties=species:S:1:pos:R:3:lowdin_charge:R:1
Pt -0.37 -0.65 -0.19 0.700
C 3.67 -4.64 5.67 -0.042
C 3.42 -3.54 4.68 -0.271
C 2.58 -2.47 4.99 -0.030
C 2.30 -1.48 4.06 -0.045
C 2.87 -1.56 2.80 -0.287
C 3.72 -2.61 2.46 -0.051
C 3.99 -3.58 3.41 -0.032
S 2.44 -0.38 1.56 0.582
O 2.93 0.92 1.93 -0.269
O 2.81 -0.95 0.30 -0.365
N 0.78 -0.43 1.66 -0.192
C 0.10 0.77 1.93 -0.405
C 0.37 1.75 2.89 -0.001
C -0.45 2.84 2.94 -0.021
C -1.53 2.97 2.06 -0.037
C -1.75 1.97 1.14 -0.099
N -0.95 0.89 1.10 -0.057
H 3.01 -4.55 6.54 0.079
H 4.70 -4.61 6.03 0.090
H 3.51 -5.62 5.22 0.083
H 2.14 -2.41 5.98 0.120
H 1.63 -0.67 4.32 0.111
H 4.16 -2.65 1.48 0.118
H 4.66 -4.40 3.16 0.124
H 1.24 1.65 3.53 0.111
H -0.26 3.62 3.67 0.121
H -2.19 3.83 2.09 0.114
H -2.56 2.00 0.43 0.108
C 4.78 1.67 -2.02 -0.061
C 4.42 0.75 -2.99 -0.065
C 3.10 0.33 -3.09 -0.094
C 2.14 0.84 -2.23 -0.322
C 2.51 1.76 -1.25 -0.141
C 3.83 2.17 -1.14 -0.067
Ge 0.32 0.27 -2.36 0.911
C 0.02 -0.80 -3.95 -0.306
C 0.34 -0.17 -5.16 -0.110
C 0.15 -0.83 -6.36 -0.069
C -0.36 -2.13 -6.38 -0.071
C -0.68 -2.75 -5.18 -0.067
C -0.49 -2.08 -3.98 -0.113
C -0.95 1.74 -2.32 -0.325
C -0.52 3.06 -2.44 -0.092
C -1.45 4.09 -2.49 -0.068
C -2.80 3.82 -2.41 -0.072
C -3.24 2.51 -2.28 -0.088
C -2.32 1.48 -2.23 -0.148
H 5.81 2.00 -1.93 0.110
H 5.17 0.37 -3.67 0.108
H 2.84 -0.40 -3.85 0.100
H 1.78 2.15 -0.55 0.101
H 4.11 2.88 -0.37 0.113
H 0.73 0.84 -5.18 0.110
H 0.39 -0.34 -7.29 0.110
H -0.50 -2.64 -7.32 0.109
H -1.08 -3.76 -5.18 0.106
H -0.77 -2.57 -3.06 0.035
H 0.54 3.29 -2.51 0.098
H -1.11 5.12 -2.60 0.110
H -3.52 4.63 -2.45 0.109
H -4.30 2.30 -2.22 0.109
H -2.67 0.45 -2.14 0.095
Te 0.47 -3.06 -0.37 1.521
C -0.21 -3.43 1.58 -0.504
C 0.58 -4.25 2.36 -0.134
C 0.15 -4.58 3.64 -0.067
C -1.05 -4.09 4.12 -0.060
C -1.83 -3.26 3.33 -0.061
C -1.42 -2.92 2.06 -0.146
C -0.93 -4.28 -1.34 -0.531
C -0.44 -5.37 -2.04 -0.138
C -1.33 -6.23 -2.67 -0.068
C -2.70 -5.99 -2.59 -0.063
C -3.18 -4.89 -1.89 -0.062
C -2.29 -4.03 -1.27 -0.132
H 1.52 -4.64 1.99 0.096
H 0.77 -5.22 4.26 0.110
H -1.38 -4.35 5.12 0.112
H -2.77 -2.87 3.71 0.112
H -2.02 -2.26 1.45 0.076
H 0.62 -5.56 -2.11 0.099
H -0.96 -7.09 -3.22 0.113
H -3.39 -6.67 -3.07 0.112
H -4.24 -4.71 -1.84 0.112
H -2.67 -3.16 -0.74 0.091
```


M
In order: 918.666; 1028.117
Unit: g/mol
ΔE to the lowest compared entry with this formula, charge and spin
In order: 0.991; 0.000
Unit: eV